[1]
ORCA calculation (the ωB97M-V functional and the def2-TZVPD basis) on 10 unconnected molecules or ions with the total composition C42H108N4O14 at a distorted geometry.

Values from the calculation:
ΔE to the lowest compared entry with this formula, charge and spin (eV): 0.000
SMILES string: COCCNCCOC.COCCNCCOC.COCCNCCOC.COCCNCCOC.CC(C)O.CC(C)O.CC(C)O.CC(C)O.CC(C)O.CC(C)O
Electronic energy (a.u.): -2937.20878
HOMO energy (Eh): -0.319
Strongest force on any atom (Eh/bohr): 0.0351

```
! RIJCOSX wB97M-V def2-TZVPD def2/J DEFGRID3
* xyz 0 1
C -4.48 -1.63 3.03
O -3.62 -1.60 1.90
C -4.22 -2.10 0.71
C -3.04 -2.46 -0.19
N -3.43 -3.30 -1.31
C -2.25 -3.76 -2.02
C -2.54 -4.67 -3.21
O -3.43 -5.69 -2.80
C -4.13 -6.24 -3.90
H -5.49 -1.24 2.85
H -4.00 -1.02 3.80
H -4.59 -2.66 3.36
H -4.80 -1.31 0.23
H -4.85 -2.98 0.89
H -2.34 -2.98 0.48
H -2.53 -1.55 -0.52
H -3.98 -4.07 -0.95
H -1.58 -4.31 -1.35
H -1.73 -2.86 -2.37
H -1.58 -5.12 -3.47
H -2.96 -4.08 -4.03
H -4.63 -5.47 -4.47
H -4.90 -6.90 -3.49
H -3.47 -6.86 -4.52
C 1.96 0.14 -2.56
O 3.18 -0.36 -2.10
C 4.29 0.45 -2.41
C 5.57 -0.31 -2.07
N 5.93 -1.33 -3.05
C 6.50 -0.75 -4.26
C 6.61 -1.81 -5.35
O 5.30 -2.29 -5.62
C 5.33 -3.39 -6.49
H 2.06 0.26 -3.65
H 1.62 1.11 -2.18
H 1.16 -0.58 -2.39
H 4.23 1.37 -1.81
H 4.25 0.70 -3.48
H 5.38 -0.76 -1.10
H 6.40 0.39 -1.95
H 5.10 -1.85 -3.31
H 7.52 -0.38 -4.10
H 5.96 0.13 -4.63
H 7.37 -2.57 -5.17
H 6.95 -1.31 -6.27
H 5.94 -4.20 -6.09
H 5.65 -3.11 -7.50
H 4.34 -3.82 -6.64
C -0.92 4.87 0.05
O -2.17 5.04 -0.57
C -3.04 3.95 -0.33
C -4.47 4.33 -0.57
N -4.68 4.49 -2.01
C -5.99 5.05 -2.31
C -6.20 5.18 -3.83
O -5.32 6.03 -4.48
C -5.13 7.30 -3.91
H -0.98 5.20 1.09
H -0.15 5.44 -0.47
H -0.55 3.84 0.07
H -2.91 3.61 0.70
H -2.74 3.09 -0.95
H -4.63 5.28 -0.03
H -5.16 3.59 -0.16
H -3.98 5.12 -2.38
H -6.15 6.04 -1.85
H -6.79 4.43 -1.89
H -7.23 5.54 -3.97
H -6.21 4.18 -4.27
H -4.46 7.85 -4.57
H -4.69 7.23 -2.92
H -6.06 7.89 -3.91
C -5.56 3.53 3.47
O -4.86 3.01 2.36
C -4.34 1.72 2.61
C -3.21 1.68 3.65
N -2.16 2.62 3.29
C -1.45 3.10 4.48
C -0.38 4.11 4.12
O -0.96 5.34 3.72
C 0.02 6.32 3.52
H -5.97 4.51 3.27
H -4.87 3.65 4.32
H -6.34 2.83 3.80
H -3.95 1.28 1.69
H -5.18 1.07 2.87
H -2.80 0.67 3.54
H -3.61 1.82 4.66
H -2.55 3.41 2.78
H -1.08 2.23 5.02
H -2.15 3.54 5.21
H 0.19 3.73 3.26
H 0.32 4.29 4.94
H 0.73 6.41 4.35
H -0.48 7.28 3.45
H 0.65 6.12 2.64
C 1.14 -3.54 4.01
C 0.10 -2.66 4.71
C -1.28 -2.85 4.11
O 0.07 -2.95 6.11
H 0.92 -3.52 2.94
H 1.02 -4.57 4.35
H 2.17 -3.24 4.17
H 0.42 -1.62 4.56
H -1.29 -2.51 3.07
H -2.03 -2.29 4.67
H -1.59 -3.90 4.11
H -0.13 -3.88 6.20
C 1.07 -4.20 -0.01
C 1.20 -5.65 -0.41
C 0.90 -6.58 0.77
O 0.28 -5.87 -1.49
H 1.74 -3.98 0.82
H 0.05 -3.99 0.31
H 1.38 -3.53 -0.82
H 2.19 -5.86 -0.82
H 0.82 -7.61 0.40
H -0.02 -6.28 1.27
H 1.75 -6.59 1.45
H 0.18 -6.82 -1.62
C -0.37 0.71 0.48
C 0.20 0.05 1.71
C 1.45 -0.79 1.47
O 0.49 1.05 2.71
H -0.64 -0.08 -0.24
H 0.41 1.33 0.03
H -1.23 1.36 0.65
H -0.56 -0.60 2.17
H 2.18 -0.30 0.82
H 1.15 -1.72 0.99
H 1.90 -1.09 2.41
H -0.35 1.50 2.84
C 6.62 -2.41 3.14
C 5.24 -2.94 2.84
C 4.61 -2.20 1.65
O 5.29 -4.33 2.53
H 6.62 -1.33 3.35
H 7.27 -2.56 2.27
H 7.09 -2.93 3.98
H 4.56 -2.78 3.68
H 4.49 -1.12 1.79
H 3.63 -2.65 1.47
H 5.24 -2.21 0.75
H 5.79 -4.39 1.71
C -2.00 -0.16 -3.43
C -2.30 1.23 -3.95
C -1.00 2.04 -4.11
O -2.90 1.17 -5.23
H -2.93 -0.69 -3.23
H -1.47 -0.13 -2.47
H -1.37 -0.68 -4.15
H -2.92 1.76 -3.23
H -0.30 1.53 -4.77
H -0.46 2.13 -3.16
H -1.16 3.03 -4.54
H -3.81 0.87 -5.13
C 4.22 2.03 1.47
C 5.53 1.96 2.24
C 6.67 1.34 1.42
O 5.90 3.28 2.60
H 4.35 2.74 0.64
H 3.41 2.39 2.11
H 3.93 1.10 0.99
H 5.38 1.36 3.14
H 6.94 1.98 0.57
H 6.43 0.37 0.98
H 7.53 1.28 2.08
H 6.75 3.26 3.06
*
```

Atom charges from the Mulliken analysis, given in e for atoms 1 to 5:
1 C -1.18
2 O 0.16
3 C -0.90
4 C 0.44
5 N -0.33

[2]
ORCA calculation (the ωB97M-V functional and the def2-TZVPD basis) on 11 unconnected molecules or ions with the total composition C42H109N3O24S8 at a distorted geometry.

Values from the calculation:
ΔE to the lowest compared entry with this formula, charge and spin (eV): 7.857
SMILES string: CCOS(C)(=O)=O.CCOS(C)(=O)=O.CCOS(C)(=O)=O.CCOS(C)(=O)=O.CCOS(C)(=O)=O.CCOS(C)(=O)=O.CCOS(C)(=O)=O.CCOS(C)(=O)=O.CCN(CC)CC.CCN(CC)CC.CCN(CC)CC
Electronic energy (a.u.): -6820.74241
HOMO energy (Eh): -0.296
Strongest force on any atom (Eh/bohr): 0.1016

```
! RIJCOSX wB97M-V def2-TZVPD def2/J DEFGRID3
* xyz 0 1
C -1.82 -0.42 2.18
C -1.83 -0.85 0.70
N -0.95 -0.27 -0.25
C -1.28 1.17 -0.42
C -0.68 1.60 -1.72
C 0.48 -0.61 0.04
C 0.77 -2.19 -0.10
H -2.59 -0.91 2.78
H -2.02 0.65 2.16
H -0.83 -0.45 2.64
H -1.70 -1.93 0.71
H -2.85 -0.75 0.33
H -2.33 1.44 -0.39
H -0.81 1.77 0.37
H -0.83 2.64 -2.00
H 0.30 1.21 -1.96
H -1.26 1.06 -2.48
H 0.89 -0.13 0.93
H 0.99 -0.17 -0.81
H 1.84 -2.36 0.04
H 0.42 -2.62 -1.03
H 0.32 -2.80 0.69
C 5.24 -7.28 2.37
C 5.24 -5.72 2.27
N 4.67 -5.18 1.03
C 3.13 -5.15 0.96
C 2.90 -5.35 -0.55
C 5.31 -3.86 0.70
C 4.95 -2.67 1.67
H 4.26 -7.49 1.92
H 5.22 -7.53 3.42
H 6.01 -7.77 1.78
H 4.84 -5.19 3.13
H 6.30 -5.49 2.30
H 2.79 -6.03 1.52
H 2.67 -4.26 1.38
H 2.86 -4.44 -1.15
H 3.62 -6.06 -0.96
H 1.90 -5.71 -0.78
H 5.07 -3.57 -0.32
H 6.38 -4.00 0.53
H 3.88 -2.72 1.83
H 5.25 -1.69 1.30
H 5.57 -2.74 2.57
C -2.69 -6.18 5.92
C -2.29 -4.74 6.24
N -1.84 -4.10 5.07
C -0.62 -4.79 4.59
C -0.22 -4.14 3.27
C -1.70 -2.64 5.35
C -2.72 -1.97 6.20
H -3.32 -6.54 6.74
H -1.73 -6.68 5.84
H -3.18 -6.31 4.96
H -3.16 -4.31 6.73
H -1.56 -4.79 7.05
H 0.23 -4.68 5.27
H -0.76 -5.84 4.37
H 0.31 -4.93 2.74
H -1.08 -3.99 2.62
H 0.52 -3.35 3.37
H -1.70 -2.12 4.40
H -0.71 -2.50 5.79
H -2.56 -2.19 7.26
H -3.78 -2.09 6.01
H -2.64 -0.91 5.96
O 3.78 -1.61 -1.59
S 4.49 -0.94 -2.68
O 5.57 -0.01 -2.46
O 4.87 -2.17 -3.77
C 5.43 -1.77 -5.03
C 5.04 -2.78 -6.16
C 3.24 -0.23 -3.83
H 6.50 -1.77 -4.82
H 5.31 -0.74 -5.36
H 5.67 -2.67 -7.05
H 3.99 -2.80 -6.44
H 5.27 -3.77 -5.77
H 2.64 0.40 -3.18
H 2.53 -0.97 -4.21
H 3.76 0.42 -4.54
O 5.99 -0.12 2.99
S 5.43 1.17 2.52
O 5.21 2.29 3.44
O 6.23 1.70 1.13
C 6.87 0.76 0.29
C 7.75 1.32 -0.76
C 3.73 0.90 1.79
H 6.08 0.10 -0.07
H 7.54 0.21 0.95
H 7.15 1.80 -1.53
H 8.32 0.57 -1.31
H 8.49 1.93 -0.24
H 3.84 0.08 1.08
H 3.55 1.88 1.36
H 3.18 0.71 2.71
O -1.91 8.79 -0.54
S -0.98 7.71 -0.28
O -0.91 7.11 1.04
O -1.38 6.46 -1.32
C -1.70 6.80 -2.76
C -0.75 5.96 -3.64
C 0.76 8.09 -0.81
H -1.54 7.83 -3.07
H -2.73 6.47 -2.86
H 0.26 6.35 -3.52
H -0.89 6.22 -4.69
H -0.94 4.93 -3.36
H 1.32 7.17 -1.00
H 1.20 8.67 0.00
H 0.74 8.66 -1.74
O -7.83 4.79 2.98
S -7.72 3.31 2.94
O -7.90 2.61 1.69
O -6.29 2.84 3.56
C -5.46 2.14 2.78
C -5.78 0.63 2.97
C -8.70 2.62 4.28
H -4.44 2.21 3.15
H -5.52 2.47 1.74
H -5.87 0.32 4.01
H -5.00 0.07 2.46
H -6.81 0.40 2.72
H -9.78 2.51 4.15
H -8.49 3.27 5.13
H -8.32 1.60 4.24
O -0.97 -0.18 -5.48
S -1.41 -1.54 -5.44
O -2.71 -1.90 -6.09
O -0.18 -2.51 -6.03
C -0.44 -3.71 -6.73
C 0.82 -4.52 -6.89
C -1.49 -1.99 -3.59
H -0.80 -3.54 -7.74
H -1.23 -4.22 -6.17
H 1.07 -4.87 -5.89
H 1.61 -3.90 -7.31
H 0.65 -5.29 -7.64
H -2.06 -1.23 -3.06
H -0.42 -1.91 -3.45
H -2.02 -2.94 -3.47
O -5.57 2.39 -0.67
S -5.93 1.20 -1.47
O -5.42 1.05 -2.81
O -5.37 -0.07 -0.46
C -5.22 -1.27 -1.11
C -5.41 -2.56 -0.09
C -7.74 0.98 -1.43
H -4.26 -1.39 -1.63
H -5.80 -1.32 -2.03
H -4.50 -2.74 0.48
H -5.76 -3.39 -0.72
H -6.28 -2.66 0.56
H -8.11 1.45 -0.52
H -7.92 -0.08 -1.25
H -8.26 1.43 -2.28
O 2.45 4.50 -1.95
S 3.02 3.18 -2.25
O 2.83 1.97 -1.44
O 2.60 2.80 -3.78
C 1.56 3.57 -4.42
C 2.21 4.81 -4.99
C 4.91 3.29 -2.63
H 0.65 3.52 -3.82
H 1.17 3.07 -5.31
H 2.62 5.52 -4.27
H 1.44 5.17 -5.67
H 3.03 4.50 -5.65
H 5.33 3.63 -1.69
H 5.02 4.01 -3.45
H 5.30 2.32 -2.94
O -2.30 4.41 5.64
S -1.95 3.91 4.33
O -2.17 2.48 4.04
O -2.58 4.97 3.18
C -2.68 4.52 1.85
C -3.94 5.10 1.17
C -0.10 4.36 3.98
H -2.54 3.44 1.77
H -1.81 4.89 1.31
H -3.97 6.17 1.39
H -4.79 4.71 1.74
H -4.02 4.94 0.09
H 0.06 5.38 3.64
H -0.03 3.79 3.05
H 0.59 3.97 4.72
*
```

Atom charges from the Mulliken analysis, given in e for atoms 1 to 5:
1 C -0.37
2 C -0.08
3 N 1.07
4 C -0.32
5 C -0.08

Q: The highest HOMO energy belongs to which entry?
A: C42H109N3O24S8